# 1
{"formula": "C58H40AsBeF9N5O2Te", "method": "the ωB97M-V functional and the def2-TZVPD basis", "elements": ["Te", "As", "F", "F", "F", "F", "F", "F", "F", "F", "F", "O", "O", "N", "N", "N", "N", "N", "C", "C", "C", "C", "C", "C", "C", "C", "C", "C", "C", "C", "C", "C", "C", "C", "C", "C", "C", "C", "C", "C", "C", "C", "C", "C", "C", "C", "C", "C", "C", "C", "C", "C", "C", "C", "C", "C", "C", "C", "C", "C", "C", "C", "C", "C", "C", "C", "C", "C", "C", "C", "C", "C", "C", "C", "C", "C", "Be", "H", "H", "H", "H", "H", "H", "H", "H", "H", "H", "H", "H", "H", "H", "H", "H", "H", "H", "H", "H", "H", "H", "H", "H", "H", "H", "H", "H", "H", "H", "H", "H", "H", "H", "H", "H", "H", "H", "H", "H"], "coordinates": [[-1.37, -0.64, -0.19], [1.80, -2.23, 0.38], [4.13, -0.14, -1.88], [5.33, -0.55, -0.14], [5.83, 1.58, 1.45], [4.23, 2.93, -2.03], [4.20, 0.28, 1.96], [5.95, 0.96, -1.52], [5.68, 3.26, -0.46], [3.96, 2.42, 2.10], [3.65, 3.90, -0.19], [2.68, 1.25, -0.30], [-1.83, 1.35, -1.93], [1.32, 0.77, 2.05], [3.96, 1.80, 5.52], [0.22, -0.27, 6.25], [-0.13, 1.12, -0.44], [-0.39, 11.15, -0.14], [0.87, 5.26, -3.27], [-5.39, -5.34, -2.60], [0.64, -3.19, -3.51], [-1.81, 1.39, 2.53], [2.83, -4.66, 1.39], [0.26, -4.61, 4.17], [4.48, 1.44, 1.37], [-0.07, -2.76, 2.68], [0.79, -3.00, -1.11], [1.01, -3.16, 1.91], [1.00, 3.32, 0.82], [4.59, -6.07, 0.54], [-0.76, 6.37, 0.25], [4.71, -5.24, -0.57], [-5.43, 1.00, 0.26], [-0.18, 10.02, -0.01], [0.78, 4.51, 0.69], [3.65, -5.79, 1.52], [-0.16, 2.99, -2.04], [-3.98, -3.27, -2.90], [1.84, 0.75, 4.54], [3.91, -4.11, -0.69], [3.98, 1.50, -0.12], [-2.58, -1.26, -3.38], [2.99, -3.81, 0.30], [0.53, 5.90, 0.54], [-0.21, -3.96, -0.99], [-0.79, -4.52, -2.12], [0.06, 8.63, 0.17], [1.35, 8.17, 0.46], [-0.49, 5.18, -2.97], [1.19, 3.06, -2.37], [4.39, 2.91, -0.69], [-1.00, 4.04, -2.37], [-0.46, -3.49, 3.79], [-4.57, -4.20, -2.05], [1.74, -4.30, 2.30], [1.20, -2.62, -2.39], [-0.99, 7.71, 0.06], [3.02, 1.33, 5.05], [-4.26, 0.45, -0.23], [1.70, 4.19, -2.99], [1.58, 6.82, 0.63], [-3.40, -2.93, 1.32], [1.56, 0.77, 3.19], [-5.44, 1.63, 1.50], [-2.97, -2.12, -1.04], [-3.19, -2.24, -2.41], [-3.58, -3.03, -0.17], [4.86, 0.44, -0.92], [-0.36, -4.15, -3.38], [0.94, 0.18, 5.46], [-4.25, 1.74, 2.20], [-0.75, 1.75, -1.43], [1.37, -5.01, 3.44], [-4.36, -4.06, -0.69], [-3.07, 0.52, 0.50], [-3.06, 1.21, 1.72], [1.24, 1.60, 0.49], [1.27, 6.16, -3.72], [-2.58, -0.25, -2.97], [-4.19, -3.47, 1.85], [-0.03, -5.17, 5.05], [-1.32, -3.18, 4.37], [5.22, -6.94, 0.64], [-1.98, 8.08, -0.18], [5.44, -5.47, -1.33], [3.55, -6.44, 2.37], [-1.85, 0.79, 3.44], [2.58, 6.45, 0.84], [-4.83, -4.76, 0.00], [-4.26, -0.03, -1.19], [-6.34, 0.93, -0.32], [-0.95, 1.10, 1.95], [1.83, 2.21, -2.15], [-2.44, -3.36, 1.62], [-3.41, -1.89, 1.64], [0.97, -2.89, -4.50], [-4.15, -3.35, -3.97], [-2.06, 3.95, -2.15], [-0.82, -4.58, -4.26], [-5.55, -5.22, -3.67], [-1.59, -5.25, -2.01], [1.94, -5.86, 3.76], [-1.54, -1.54, -3.58], [4.02, -3.47, -1.55], [-1.14, 6.01, -3.21], [1.97, -1.86, -2.48], [-4.24, 2.26, 3.16], [-3.12, -1.27, -4.33], [-6.37, -5.39, -2.12], [-0.54, -4.27, 0.00], [-1.68, 2.43, 2.81], [-1.57, 5.66, 0.17], [-6.36, 2.04, 1.90], [2.16, 8.89, 0.55], [-0.62, -1.86, 2.42], [2.75, 4.24, -3.24], [-4.88, -6.29, -2.43]], "de_lowest_kj_mol": 0.00, "energy_ha": -6075.95946, "e_lumo_ev": [3.592, 3.579], "gap_ha": [0.2191, 0.2623], "total_charge": -2, "homo_energy_ev": [-2.369, -3.558], "multiplicity": 2}

# 2
{"formula": "C7H10S", "method": "the ωB97M-V functional and the def2-TZVPD basis", "elements": ["S", "C", "C", "C", "C", "C", "C", "C", "H", "H", "H", "H", "H", "H", "H", "H", "H", "H"], "coordinates": [[-0.83, 1.81, 0.08], [-0.95, -0.78, 1.37], [-0.17, -0.41, -1.74], [1.34, 0.36, 1.53], [1.13, 0.12, 0.07], [-0.89, 0.97, -1.58], [0.86, -0.84, -0.99], [-0.05, 0.41, 0.94], [-1.60, -0.50, 2.27], [1.43, -0.39, 2.37], [-0.28, -1.68, 1.69], [-0.59, 1.77, -2.26], [-1.53, -1.16, 0.46], [1.31, -1.87, -1.06], [1.91, 1.32, 1.68], [-1.96, 0.78, -1.85], [1.40, 1.05, -0.41], [-0.53, -0.95, -2.60]], "smiles": "C[C@@]12C[C@H]1C=CCS2", "de_lowest_kj_mol": 276.92, "energy_ha": -670.79808, "e_lumo_ev": 0.945, "gap_ha": 0.3404, "total_charge": 0, "homo_energy_ev": -8.319}

# 3
{"formula": "C3H2N2O2", "method": "the ωB97M-V functional and the def2-TZVPD basis", "elements": ["O", "O", "N", "N", "C", "C", "C", "H", "H"], "coordinates": [[-2.44, 0.30, 1.41], [-2.09, -1.72, 0.26], [-1.70, -0.52, 1.05], [0.94, 0.62, 1.78], [1.08, 0.79, 0.65], [1.41, 0.83, -0.70], [1.80, 0.99, -1.82], [2.30, 0.99, -2.77], [-1.30, -2.29, 0.13]], "smiles": "C#CC#N.O=NO", "de_lowest_kj_mol": 546.03, "energy_ha": -375.30356, "e_lumo_ev": 0.112, "gap_ha": 0.3727, "total_charge": 0, "homo_energy_ev": -10.029}